No. 1
This record from the Open Molecules 2025 dataset describes a structure of composition C30H79I2NO10P in a non-equilibrium geometry. The level of theory is ωB97M-V/def2-TZVPD.

Each line ends with the Löwdin charge.
CARTESIAN COORDINATES (ANGSTROEM)
I -2.489 0.107 -4.643  0.907
I -2.918 2.257 -1.896  0.887
P 2.875 -2.117 -2.033  1.018
O 6.227 0.603 2.258  -0.090
O -1.443 1.695 2.328  -0.124
O -9.374 -4.599 -4.528  -0.085
O 5.916 -3.840 -0.909  -0.110
O 2.377 4.956 5.430  -0.095
O -1.252 2.875 6.960  -0.088
O -5.930 -1.895 -3.228  -0.098
O 2.185 0.407 1.909  -0.099
O -4.374 5.718 1.001  -0.102
O 2.822 -6.308 -2.982  -0.110
N 0.702 -3.063 -3.567  0.107
C 6.330 0.358 3.659  -0.313
C -0.122 -2.173 -3.953  0.005
C 6.828 -4.087 -1.976  -0.330
C 1.231 5.778 5.658  -0.306
C -4.396 7.074 0.552  -0.316
C -0.293 -1.167 -2.873  -0.339
C -7.209 -1.559 -5.281  -0.084
C -0.036 -2.082 -1.664  -0.099
C 2.750 -0.439 -1.311  -0.410
C -9.584 -5.529 -3.466  -0.317
C -1.165 1.000 -1.988  -0.792
C -1.514 3.074 1.940  -0.306
C -0.766 0.932 5.568  -0.087
C -0.021 1.830 -2.575  -0.160
C -2.339 3.904 2.902  -0.072
C 4.175 0.087 -1.084  -0.123
C 1.141 -2.893 -2.163  -0.366
C 1.663 1.733 2.076  -0.304
C 3.938 -7.191 -3.169  -0.307
C 0.777 6.487 4.395  -0.087
C 4.575 -7.570 -1.848  -0.079
C 7.745 -2.903 -2.223  -0.084
C -9.912 -4.832 -2.159  -0.092
C -7.181 -1.464 -3.766  -0.312
C -1.509 -0.278 -2.760  -0.737
C -5.222 7.960 1.466  -0.090
C 5.451 -0.800 4.095  -0.083
C 3.369 -1.779 -3.779  -0.248
C -0.349 1.792 6.747  -0.313
C 2.526 2.579 2.990  -0.065
H 0.644 1.249 -3.200  0.056
H 5.718 -1.705 3.549  0.078
H 3.547 -8.068 -3.680  0.113
H -5.243 -1.330 -3.597  0.022
H -1.926 3.853 3.911  0.070
H 2.272 0.246 -2.001  0.048
H 7.405 -4.964 -1.690  0.113
H -10.410 -6.164 -3.779  0.112
H -7.011 -2.581 -5.606  0.076
H 8.451 -3.112 -3.027  0.078
H -2.370 4.944 2.582  0.066
H 2.218 -0.009 2.778  0.075
H -8.696 -6.159 -3.350  0.108
H -0.275 1.191 7.660  0.110
H 4.950 -6.683 -1.330  0.065
H 0.545 5.761 3.614  0.057
H -4.784 7.116 -0.471  0.107
H 4.939 -0.664 -1.251  0.046
H 2.588 -1.271 -4.337  0.032
H 0.636 -0.602 -2.980  0.110
H 0.564 2.235 -1.762  0.079
H 5.305 0.814 2.070  0.046
H 4.400 -0.583 3.883  0.053
H -7.384 -0.438 -3.443  0.112
H -3.359 7.405 0.534  0.110
H 3.156 -5.528 -2.533  0.047
H 3.632 -2.709 -4.258  0.034
H 0.449 5.116 6.025  0.100
H 7.166 -2.016 -2.496  0.063
H 4.673 -6.714 -3.826  0.104
H 1.565 7.141 4.015  0.073
H -0.868 -2.781 -1.617  0.139
H 1.023 -3.817 -4.168  0.188
H -6.439 -0.920 -5.720  0.068
H -1.750 0.488 5.742  0.077
H 4.379 0.890 -1.779  0.078
H 2.582 2.140 3.988  0.079
H -5.211 8.995 1.123  0.076
H 1.454 6.505 6.445  0.111
H -10.092 -5.555 -1.363  0.074
H 7.377 0.137 3.854  0.113
H 6.270 -4.332 -2.890  0.098
H -0.050 0.125 5.399  0.074
H 1.188 -3.892 -1.754  0.113
H 1.621 2.169 1.077  0.109
H -9.090 -4.181 -1.851  0.065
H -0.547 -2.191 -4.940  0.120
H 2.216 -0.427 -0.369  0.058
H -2.121 2.504 7.143  0.081
H -4.831 7.924 2.483  0.076
H 2.126 3.586 3.091  0.061
H -8.178 -1.249 -5.674  0.083
H -6.259 7.621 1.498  0.074
H -0.110 7.092 4.583  0.076
H 0.625 2.241 6.563  0.105
H 5.385 -3.073 -1.149  0.002
H 5.554 -0.991 5.164  0.077
H -3.365 3.534 2.947  0.078
H 3.545 2.646 2.602  0.074
H -0.836 1.532 4.664  0.044
H 6.066 1.266 4.211  0.108
H -0.485 3.434 1.902  0.097
H 4.266 0.506 -0.096  0.056
H -1.933 3.133 0.932  0.050
H -7.939 -2.107 -3.322  0.095
H -2.346 1.362 2.365  0.091
H -5.284 5.402 1.015  0.082
H 4.214 -1.106 -3.736  0.045
H 0.073 -1.596 -0.709  0.131
H 0.641 1.673 2.462  0.074
H 3.089 5.528 5.123  0.082
H -0.409 2.648 -3.156  0.045
H -1.006 0.758 -0.948  0.067
H -8.637 -4.032 -4.279  0.048
H -2.239 -0.819 -2.176  0.077
H -10.801 -4.211 -2.274  0.077
H 5.408 -8.256 -2.001  0.081
H 3.843 -8.049 -1.197  0.079
H 8.304 -2.663 -1.319  0.082

- Charge: +1
- DFT total energy: -2933.9634 a.u.


No. 2
This record from the Open Molecules 2025 dataset describes a cluster of 9 separate species, C30H79NO24S8 in total in a non-equilibrium geometry. The level of theory is ωB97M-V/def2-TZVPD.

Each line ends with the Löwdin charge.
CARTESIAN COORDINATES (ANGSTROEM)
S -2.938 4.163 4.464  0.553
S 5.881 -2.868 0.456  0.560
S 1.491 3.592 -5.835  0.560
S 3.472 -6.972 4.516  0.538
S 6.575 0.657 -5.615  0.548
S -1.611 -2.625 3.858  0.526
S 0.990 -0.154 -0.434  0.538
S -3.030 6.935 -0.340  0.558
O 0.456 3.164 -4.704  -0.257
O 6.594 -1.686 0.773  -0.253
O 6.167 -3.880 1.660  -0.250
O -3.779 4.527 3.372  -0.260
O 3.355 -5.517 5.092  -0.249
O -1.494 3.832 3.903  -0.288
O 7.773 1.388 -5.517  -0.255
O 2.335 0.268 -0.257  -0.268
O -0.795 -2.907 4.992  -0.273
O 5.341 1.312 -5.895  -0.269
O -3.306 3.119 5.355  -0.266
O -1.571 -1.085 3.550  -0.273
O 6.412 -0.148 -4.254  -0.252
O 0.580 -0.823 -1.634  -0.275
O 2.671 -7.062 3.343  -0.266
O 0.064 1.091 -0.180  -0.245
O -1.363 -3.298 2.624  -0.276
O -2.533 7.289 -1.631  -0.267
O -3.920 5.636 -0.491  -0.254
O 1.163 4.829 -6.461  -0.272
O 4.852 -7.290 4.484  -0.258
O -2.141 6.703 0.746  -0.264
O 6.074 -3.557 -0.776  -0.276
O 1.637 2.471 -6.703  -0.274
N -4.089 -2.048 -2.502  -0.197
C -0.853 2.807 -5.188  -0.255
C -2.528 5.619 5.383  -0.107
C -6.316 -3.044 -2.776  -0.079
C -4.241 8.114 0.166  -0.112
C 6.937 -0.702 -6.692  -0.115
C 6.761 -6.141 2.341  -0.068
C 2.103 -4.820 4.865  -0.233
C 0.475 4.584 2.734  -0.030
C -1.378 0.889 -0.326  -0.238
C -4.236 -0.755 -3.157  -0.230
C -2.242 -3.522 -1.804  -0.070
C -1.050 4.587 2.754  -0.276
C -4.921 4.105 -2.091  -0.062
C -4.684 0.418 -2.268  -0.078
C -1.465 1.793 -4.247  -0.055
C -3.320 -2.909 4.272  -0.105
C -0.903 0.980 4.609  -0.057
C 0.591 -1.254 0.890  -0.118
C 5.086 -0.629 -3.913  -0.221
C -1.835 -0.188 4.700  -0.223
C -5.238 -2.553 -1.803  -0.284
C 2.699 -7.891 5.815  -0.111
C -2.860 -2.164 -1.687  -0.264
C 4.149 -2.621 0.748  -0.122
C 4.063 0.433 -3.506  -0.065
C -4.799 5.548 -1.637  -0.255
C 2.930 3.774 -4.841  -0.105
C -2.025 2.039 0.402  -0.038
C 5.882 -5.277 1.484  -0.274
C 2.132 -4.124 3.519  -0.072
H -4.789 -0.794 -4.096  0.115
H 5.288 -1.278 -3.064  0.115
H -2.058 6.307 4.687  0.065
H -1.901 2.968 -0.151  0.085
H -0.685 1.212 -3.756  0.083
H -5.016 8.077 -0.599  0.066
H -5.632 3.556 -1.480  0.081
H -3.834 9.120 0.080  0.079
H -2.163 -1.404 -2.049  0.091
H -7.161 -3.508 -2.272  0.068
H -5.789 5.921 -1.367  0.121
H -5.176 4.088 -3.149  0.087
H -4.953 -3.351 -1.115  0.107
H 4.714 -1.246 -4.732  0.114
H -1.437 3.714 -5.360  0.123
H -1.846 -0.725 5.645  0.117
H 2.741 4.154 -3.838  0.080
H -3.373 -3.982 4.424  0.077
H 7.069 -0.323 -7.701  0.075
H -3.449 6.024 5.798  0.077
H 3.253 0.379 -4.233  0.081
H -6.670 -2.169 -3.328  0.063
H 6.929 -5.654 3.306  0.085
H 3.597 4.505 -5.289  0.082
H -1.881 5.354 6.214  0.078
H -0.428 -1.601 0.735  0.047
H -5.767 0.538 -2.198  0.071
H 1.746 -7.437 6.064  0.065
H 2.050 -4.071 5.650  0.125
H -2.898 -4.292 -1.389  0.069
H -5.872 -3.717 -3.509  0.075
H -1.452 4.238 1.807  0.087
H -0.798 2.389 -6.198  0.114
H -4.361 6.152 -2.430  0.111
H -1.434 5.605 2.830  0.082
H -3.939 3.637 -1.990  0.063
H 2.578 -8.914 5.464  0.076
H -1.539 0.904 -1.405  0.098
H 5.990 -5.545 0.431  0.112
H 0.809 5.437 2.147  0.086
H -3.180 -1.825 -0.687  0.112
H 3.619 0.121 -2.558  0.054
H 1.725 -4.776 2.743  0.081
H -2.865 0.097 4.472  0.124
H 1.220 -2.128 0.718  0.068
H 0.784 4.688 3.774  0.084
H -4.558 7.890 1.178  0.078
H -3.915 -2.470 3.477  0.078
H -3.196 -0.536 -3.410  0.086
H 4.421 1.445 -3.354  0.079
H -0.973 1.473 3.641  0.061
H -4.325 1.312 -2.787  0.046
H 7.925 -1.009 -6.349  0.071
H -2.101 -3.801 -2.847  0.083
H 0.861 3.666 2.296  0.077
H 7.757 -6.271 1.918  0.083
H 1.273 -5.519 4.928  0.111
H 0.763 -0.828 1.872  0.076
H -1.281 -3.582 -1.289  0.071
H -2.067 1.065 -4.796  0.077
H -3.095 1.840 0.496  0.088
H 1.635 -3.158 3.491  0.064
H 3.168 -4.005 3.196  0.067
H 3.812 -1.944 -0.036  0.057
H -4.261 0.405 -1.264  0.062
H 0.131 0.628 4.635  0.095
H 3.418 -7.912 6.631  0.074
H 4.821 -5.477 1.683  0.108
H 6.255 -1.531 -6.539  0.066
H -1.684 -0.098 0.016  0.093
H 6.272 -7.084 2.556  0.062
H 3.330 2.768 -4.771  0.030
H -2.158 2.255 -3.542  0.058
H -5.720 -1.811 -1.135  0.111
H 4.047 -2.152 1.719  0.077
H -1.600 2.121 1.400  0.063
H -1.154 1.707 5.374  0.074
H 3.746 -3.627 0.665  0.067
H -3.536 -2.362 5.188  0.066

- SMILES: CCOS(C)(=O)=O.CCOS(C)(=O)=O.CCOS(C)(=O)=O.CCOS(C)(=O)=O.CCOS(C)(=O)=O.CCOS(C)(=O)=O.CCOS(C)(=O)=O.CCOS(C)(=O)=O.CCN(CC)CC
- DFT total energy: -6236.3182 a.u.
- Energy above the lowest of the compared OMol25 structures with the same formula, charge and spin: 0.0000 eV


No. 3
This record from the Open Molecules 2025 dataset describes a cluster of 10 separate species, C30H80O10 in total in a non-equilibrium geometry. The level of theory is ωB97M-V/def2-TZVPD.

Each line ends with the Löwdin charge.
CARTESIAN COORDINATES (ANGSTROEM)
O 0.160 2.346 -3.402  -0.075
O 2.901 -3.280 1.001  -0.070
O 4.985 2.255 -1.084  -0.053
O 2.126 2.670 5.641  -0.060
O 1.464 -2.689 -1.309  -0.094
O -5.127 1.185 -4.221  -0.045
O -4.406 -2.289 2.127  -0.073
O 0.609 3.780 -0.957  -0.066
O -4.121 0.062 4.703  -0.047
O 0.551 -0.013 -1.969  -0.084
C 3.926 0.167 -1.126  -0.052
C -1.310 -0.604 -0.526  -0.042
C 4.613 1.165 -0.216  -0.453
C -0.091 0.286 -0.707  -0.419
C -0.304 0.939 -5.305  -0.047
C 0.554 2.116 3.884  -0.040
C 1.619 -2.831 3.021  -0.043
C 2.910 -2.575 2.257  -0.477
C -2.713 -0.013 4.893  -0.493
C 1.587 5.441 -2.406  -0.046
C -5.124 -2.470 0.889  -0.479
C -3.849 -0.826 -3.754  -0.054
C 3.254 -3.029 -2.802  -0.057
C 2.356 0.503 4.553  -0.058
C -4.232 0.574 -3.287  -0.499
C -2.388 -0.917 6.075  -0.057
C -0.329 3.437 -5.449  -0.065
C 2.341 5.051 -0.042  -0.062
C -6.272 -3.431 1.108  -0.062
C 1.929 -3.573 -2.334  -0.493
C -2.044 -0.525 3.627  -0.071
C 0.924 0.144 0.405  -0.040
C 4.142 -2.962 3.045  -0.046
C 1.830 4.427 -1.307  -0.511
C 1.980 1.953 4.380  -0.463
C -4.163 -2.941 -0.205  -0.042
C 0.900 -3.631 -3.419  -0.049
C -4.888 0.577 -1.936  -0.059
C -0.629 2.235 -4.591  -0.482
C 3.674 1.705 0.850  -0.066
H -5.940 -4.431 1.391  0.082
H 3.087 0.693 -1.600  0.085
H 0.006 -4.165 -3.097  0.082
H 1.311 -4.162 -4.283  0.085
H -4.749 -1.403 -4.018  0.085
H -0.412 1.326 -0.782  0.129
H -6.967 -3.011 1.836  0.081
H 3.110 0.886 1.315  0.049
H 0.739 0.964 -5.630  0.090
H 0.294 1.460 -3.012  0.049
H -0.429 0.099 -4.619  0.067
H 0.492 0.302 1.383  0.069
H 3.972 -3.065 -1.984  0.078
H 1.860 -2.946 -0.452  0.053
H 2.420 0.023 3.575  0.053
H 2.666 2.474 3.710  0.127
H 1.321 4.934 -3.333  0.057
H -2.735 -1.937 5.900  0.079
H -4.649 1.364 -5.038  0.084
H 0.993 -0.872 -1.843  0.058
H -3.448 -0.729 -4.774  0.075
H 3.456 -0.648 -0.565  0.066
H 4.552 -0.276 -1.896  0.081
H -0.955 -0.589 3.721  0.056
H -0.134 1.431 4.382  0.054
H -5.253 1.546 -1.589  0.085
H 0.215 3.142 4.008  0.089
H 1.385 -0.848 0.385  0.066
H -0.917 0.814 -6.199  0.081
H 0.482 1.884 2.815  0.067
H 3.088 -4.214 1.150  0.107
H -2.199 0.119 2.759  0.079
H -1.993 -0.448 -1.363  0.054
H -4.202 -3.161 2.483  0.086
H 2.082 -4.587 -1.942  0.141
H -4.703 -2.989 -1.149  0.082
H 0.747 3.603 -5.548  0.085
H 0.751 6.077 -2.105  0.088
H 2.556 3.666 -1.628  0.128
H -3.441 -2.128 -0.307  0.042
H 1.578 -3.855 3.404  0.086
H 4.236 -2.361 3.954  0.083
H 4.236 2.214 1.636  0.088
H 1.583 -2.177 3.899  0.066
H 2.930 2.367 0.414  0.058
H -0.817 3.351 -6.421  0.081
H -2.912 -0.563 6.966  0.079
H 2.614 4.289 0.689  0.052
H 2.972 -1.514 2.015  0.108
H -5.482 -1.473 0.632  0.133
H -3.323 1.189 -3.210  0.120
H -3.672 -3.840 0.162  0.087
H -0.688 4.367 -4.992  0.081
H 1.606 5.749 0.366  0.088
H -1.040 -1.657 -0.422  0.083
H 1.587 -0.004 5.149  0.079
H -6.859 -3.554 0.189  0.084
H -3.254 -1.436 -3.084  0.063
H 1.736 0.851 0.221  0.037
H 4.094 -4.008 3.363  0.086
H 1.694 2.143 6.325  0.082
H 0.619 -2.629 -3.747  0.080
H -1.314 -0.903 6.275  0.071
H 3.650 -3.570 -3.667  0.084
H 3.243 5.652 -0.209  0.084
H -1.692 2.304 -4.316  0.122
H -2.404 1.010 5.109  0.130
H -4.202 0.177 -1.184  0.059
H 3.123 -2.000 -3.147  0.082
H -5.792 -0.043 -1.858  0.086
H 5.036 -2.780 2.450  0.086
H 3.307 0.372 5.070  0.087
H 2.458 6.078 -2.582  0.080
H 5.495 2.890 -0.570  0.089
H -1.867 -0.329 0.378  0.076
H -2.401 -1.532 3.387  0.068
H 5.497 0.709 0.244  0.136
H 0.288 3.302 -1.743  0.046
H 0.748 -2.643 2.396  0.077
H -4.424 -0.757 4.294  0.072

- SMILES: CC(C)O.CC(C)O.CC(C)O.CC(C)O.CC(C)O.CC(C)O.CC(C)O.CC(C)O.CC(C)O.CC(C)O
- DFT total energy: -1943.4002 a.u.
- Energy above the lowest of the compared OMol25 structures with the same formula, charge and spin: 0.6091 eV


In eV, the E_LUMO values for the records above are, in order, -3.93, 0.01, 0.27.
In eV, the orbital gap values for the records above are, in order, 7.67, 8.43, 9.71.
In eV, the HOMO energy values for the records above are, in order, -11.609, -8.415, -9.448.